No. 1
# C34H102O17

17 unconnected molecules or ions with the total composition C34H102O17 in a non-equilibrium geometry (ωB97M-V with the def2-TZVPD basis set, the OMol25 dataset).

Positions of all 153 atoms, in Å:
C  1.85997  -2.94009  -4.49484
C  1.73965  -1.88552  -3.37132
O  0.61591  -1.02339  -3.47490
H  2.68834  -3.66673  -4.34258
H  1.95943  -2.49973  -5.46082
H  0.91172  -3.52652  -4.46153
H  2.63759  -1.26774  -3.45743
H  1.69087  -2.36353  -2.31692
H  0.83381  -0.31777  -4.18671
C  -3.13593  -0.14441  4.55394
C  -3.11366  0.28481  3.07706
O  -2.72989  -0.83864  2.31796
H  -3.28554  -1.24219  4.59650
H  -3.79253  0.49252  5.15303
H  -2.17314  -0.15469  5.06528
H  -2.33846  1.08434  2.90405
H  -4.11966  0.58479  2.69087
H  -3.32936  -0.96156  1.55707
C  -1.27724  -3.48915  -1.71511
C  -1.30539  -2.10132  -1.15694
O  -2.32888  -1.29084  -1.77280
H  -2.31678  -3.90600  -1.76660
H  -0.63656  -4.22023  -1.15935
H  -0.86843  -3.40141  -2.71594
H  -0.37193  -1.57099  -1.22343
H  -1.57165  -2.16113  -0.13025
H  -2.53025  -1.53112  -2.72219
C  -5.39589  0.14465  -1.58895
C  -5.34087  -0.40007  -0.12271
O  -4.30057  -1.31644  -0.03815
H  -4.47667  0.76670  -1.81533
H  -6.28267  0.75121  -1.81344
H  -5.40579  -0.71517  -2.29449
H  -6.32207  -0.87816  0.07926
H  -5.12234  0.48673  0.55278
H  -3.62373  -1.17933  -0.69933
C  1.18846  5.26650  -2.29334
C  1.02086  3.91935  -1.57388
O  0.09741  3.25355  -2.45869
H  1.49192  6.07007  -1.68170
H  0.23178  5.59182  -2.62968
H  1.78329  5.17238  -3.18369
H  0.50551  4.08787  -0.56872
H  1.87253  3.30163  -1.53383
H  -0.19283  2.46310  -1.96878
C  3.16165  3.01791  1.69461
C  2.99718  2.98623  3.24592
O  2.20477  1.86668  3.60076
H  3.24196  4.05374  1.38336
H  2.21545  2.61458  1.39686
H  3.90561  2.37510  1.26435
H  2.47648  3.88333  3.53512
H  4.00301  2.96156  3.71289
H  2.71842  1.15398  4.05914
C  -0.90387  3.43077  4.89040
C  -0.27052  3.12696  6.24660
O  0.66998  2.02385  6.19483
H  -1.34483  2.55108  4.38377
H  -0.31257  3.94633  4.09600
H  -1.72836  4.13282  5.11844
H  -1.01440  2.81105  6.94725
H  0.29091  3.93732  6.72001
H  1.26154  2.09710  5.41174
C  -1.96690  -1.40552  -6.94498
C  -2.65582  -1.34581  -5.56437
O  -1.91520  -2.03835  -4.53150
H  -1.85268  -2.43660  -7.21504
H  -0.99730  -0.99473  -6.85488
H  -2.66483  -0.96491  -7.66317
H  -3.60563  -1.89130  -5.50500
H  -2.87908  -0.32409  -5.17745
H  -1.00730  -1.65735  -4.37283
C  -2.55349  5.56261  1.21691
C  -2.61340  4.59658  0.00535
O  -1.71562  3.56494  0.29221
H  -1.66692  5.38783  1.82515
H  -3.49458  5.35415  1.73736
H  -2.52135  6.57066  0.92026
H  -2.17142  5.02717  -0.94912
H  -3.72855  4.36094  -0.04313
H  -1.60381  2.91557  -0.43774
C  -3.61951  -5.08966  2.84741
C  -4.59709  -5.74792  1.91219
O  -5.23876  -4.80174  1.06469
H  -4.05695  -4.37288  3.49215
H  -2.70526  -4.59368  2.35721
H  -3.05253  -5.76228  3.55302
H  -5.26080  -6.34283  2.43446
H  -4.06015  -6.48916  1.26392
H  -4.76624  -3.96678  1.02328
C  5.67580  0.12307  -1.68663
C  6.00129  -1.11217  -2.56329
O  6.12073  -0.74496  -3.94490
H  5.74644  -0.14834  -0.62643
H  4.64260  0.45757  -1.74413
H  6.20805  1.04201  -1.91745
H  5.23311  -1.92502  -2.42562
H  6.92675  -1.56847  -2.25422
H  6.53819  -1.43997  -4.38417
C  -0.13753  -3.40986  6.47561
C  0.30088  -1.96447  6.81671
O  1.72734  -1.97838  6.89935
H  0.27733  -4.14453  7.17189
H  0.05886  -3.70522  5.48041
H  -1.23019  -3.47574  6.45095
H  -0.23366  -1.59579  7.64722
H  -0.00038  -1.24094  6.06837
H  2.02675  -1.52235  7.67590
C  4.00488  1.85475  -4.86485
C  3.10287  1.27016  -5.90790
O  1.80438  1.05898  -5.25116
H  3.75878  2.89460  -4.75007
H  5.02735  1.82100  -5.19416
H  3.89103  1.30468  -3.92394
H  3.39881  0.24700  -6.16473
H  2.91686  1.87798  -6.78623
H  1.41392  1.93796  -5.24976
C  4.81578  -2.01345  4.91576
C  3.68016  -1.30765  4.24137
O  3.43121  -0.06544  4.93560
H  4.78805  -1.79116  5.97128
H  5.72092  -1.66344  4.50718
H  4.73530  -3.08284  4.86047
H  2.75185  -1.92317  4.19857
H  3.83875  -1.09249  3.16280
H  2.82868  -0.35642  5.63339
C  -2.59117  3.16920  -5.71797
C  -1.38968  3.97574  -6.14270
O  -0.13921  3.65144  -5.58648
H  -3.39249  3.66022  -6.27809
H  -2.74251  3.34482  -4.68041
H  -2.50486  2.08764  -5.91405
H  -1.50728  5.02852  -5.88293
H  -1.22671  3.96040  -7.24214
H  -0.22666  3.40441  -4.67867
C  0.80925  -4.04354  2.10176
C  1.77283  -4.51263  1.05341
O  2.63406  -3.51868  0.65379
H  0.33783  -3.08904  1.83964
H  1.25189  -3.91033  3.09443
H  -0.03169  -4.78246  2.26312
H  1.20225  -4.92468  0.15123
H  2.45608  -5.36055  1.39919
H  2.55719  -3.22747  -0.24018
C  0.86332  -0.12383  0.83370
C  -0.30306  0.94832  0.82437
O  -0.76356  1.19735  -0.49820
H  1.55375  0.12016  1.63301
H  1.31994  -0.10514  -0.20790
H  0.44266  -1.10558  0.96064
H  0.01774  1.86567  1.19834
H  -1.11452  0.51210  1.40200
H  -1.11885  0.34702  -0.75399

Cartesian forces (eV/Å) of the 6 atoms listed first:
-1.24 -1.11 1.60
0.90 -0.46 0.60
0.06 1.06 -1.85
-0.40 0.64 0.09
0.08 0.49 -0.68
0.61 0.20 -0.33

Results
Orbital gap ... 10.134 eV
HOMO ... -0.3543 Eh
LUMO energy ... 0.4936 eV
E ... -71713.880 eV

No. 2
# C12H21Cl6Mg2O6

A molecular structure, C12H21Cl6Mg2O6 in a non-equilibrium geometry (ωB97M-V with the def2-TZVPD basis set, the OMol25 dataset).

Positions of all 47 atoms, in Å:
Mg  1.49469  0.53035  2.33084
Mg  -1.31618  2.69682  2.79992
C  4.23624  -1.92448  3.49981
C  3.24471  -0.94355  3.03485
O  2.56369  -1.13653  2.02060
O  2.91993  0.08883  3.67649
H  4.30019  -1.94200  4.58779
H  5.19778  -1.69305  3.04157
H  3.88273  -2.89984  3.16546
C  -1.78538  0.05726  -0.52335
C  -0.96923  0.49651  0.68273
O  0.20723  0.17854  0.92699
O  -1.46543  1.35680  1.45679
H  -1.63658  0.72362  -1.37301
H  -2.83737  -0.09218  -0.28030
H  -1.49382  -0.93923  -0.85516
C  2.46837  3.68515  3.78595
C  1.02230  3.30767  3.60714
O  0.75015  2.23089  3.04061
O  0.09005  4.08871  3.91572
H  2.92507  3.81356  2.80461
H  3.07582  3.00493  4.38296
H  2.68785  4.63848  4.26667
Cl  -4.21310  -1.57920  -5.05385
C  -4.26933  -2.94136  -3.96263
C  -2.90409  -3.24369  -3.37017
Cl  -1.81343  -3.87778  -4.61439
H  -4.66484  -3.81710  -4.47715
H  -4.99076  -2.56671  -3.23648
H  -2.98038  -3.91967  -2.51851
H  -2.51729  -2.29774  -2.99113
Cl  -1.79177  6.17830  -1.41777
C  -1.96390  4.40019  -1.77389
C  -0.67081  3.72951  -2.05378
Cl  0.25933  3.71113  -0.54137
H  -2.58003  4.24476  -2.65951
H  -2.51094  3.95780  -0.94133
H  -0.03856  4.22834  -2.78830
H  -0.97680  2.72142  -2.33346
Cl  2.24015  -3.61781  -3.08041
C  1.21308  -4.07417  -1.67319
C  1.05170  -2.95958  -0.65240
Cl  -0.20336  -3.30341  0.52108
H  1.71323  -4.92487  -1.21032
H  0.28725  -4.55711  -1.98577
H  0.82443  -2.01385  -1.14437
H  1.93752  -2.80460  -0.03644

Cartesian forces (eV/Å) of the 6 atoms listed first:
0.68 -0.35 0.24
1.78 0.26 -0.02
0.13 -0.53 0.22
-0.52 0.43 1.27
-0.89 -1.33 -3.11
0.48 1.48 1.51

Results
Orbital gap (spin up / spin down) ... 8.062 / 2.314 eV
HOMO (spin up / spin down) ... -0.5469 / -0.5465 Eh
LUMO energy (spin up / spin down) ... -6.8209 / -12.5564 eV
Charge ... +2
Spin multiplicity ... 2
E ... -111082.578 eV
⟨S²⟩ ... 0.7533